This record from the OMol25 dataset describes a gas-phase ion, C4H9INS (charge +1). The level of theory is the ωB97M-V functional and the def2-TZVPD basis.

Properties
Relative energy (zero: lowest compared OMol25 entry of this formula, charge and spin) ... 3.329 eV
Highest occupied orbital energy (spin up / spin down) ... -12.09 / -12.46 eV
Charge ... +1
Molar mass ... 230.1 Da
HOMO-LUMO gap (spin up / spin down) ... 6.3891 / 7.6147 eV
Maximum force ... 3.9 eV Å⁻¹
E ... -908.04181 hartree

Each line ends with the natural charge from an NBO analysis.
Geometry (Å):
1 C 0.742712 0.431943 -0.536986  -0.279
2 C 0.482664 -0.843008 0.294897  -0.100
3 C -1.227014 1.486076 0.357161  -0.302
4 C 1.663102 -1.682845 0.642713  -0.716
5 N -0.597904 1.107518 -0.854828  -0.575
6 S -2.890426 1.452954 0.587461  0.258
7 I -3.729477 -0.720929 -0.193220  0.097
8 H 1.390982 1.141393 -0.033818  0.241
9 H 1.221587 0.032579 -1.411521  0.243
10 H -0.506591 -1.223322 0.485137  0.209
11 H -0.702855 2.058901 1.150950  0.261
12 H 2.368088 -1.312363 1.412418  0.254
13 H 2.046749 -1.975041 -0.377055  0.237
14 H 1.331774 -2.633342 1.217175  0.253
15 H -0.186033 1.945332 -1.400954  0.451
16 H -1.407357 0.734161 -1.339533  0.466

Cartesian forces (eV/Å) of the 3 atoms listed first:
C -1.41 -3.48 1.05
C 0.59 1.27 0.43
C -0.86 1.22 2.54

---

This record from the OMol25 dataset describes a molecular structure, C4H9IrLiO4. The level of theory is the ωB97M-V functional and the def2-TZVPD basis.

Properties
Highest occupied orbital energy (spin up / spin down) ... -11.87 / -12.58 eV
Charge ... +1
Molar mass ... 320.3 Da
⟨S²⟩ ... 6.026
Multiplicity ... 5
HOMO-LUMO gap (spin up / spin down) ... 7.2871 / 7.1035 eV
Maximum force ... 3.4 eV Å⁻¹
E ... -570.02603 hartree

Each line ends with the natural charge from an NBO analysis.
Geometry (Å):
1 O 0.822407 0.666322 -1.623914  -1.056
2 Li 2.542523 0.662408 -0.907212  0.966
3 O 1.781352 -0.432492 0.477515  -0.895
4 C 1.256834 -1.651465 0.819992  0.216
5 O -0.167380 -1.764262 0.772433  -0.537
6 C -0.819657 -1.312388 -0.441887  -0.048
7 C -2.053233 -0.591412 0.041288  -0.127
8 O -1.660927 0.681089 0.595135  -0.568
9 C -2.700234 1.498356 1.094638  -0.254
10 Ir 0.302447 0.878180 0.292169  1.179
11 H 1.580822 -2.027166 1.807124  0.195
12 H 1.580644 -2.402407 0.065793  0.137
13 H -0.342833 -0.620176 -1.963781  0.397
14 H -0.212821 -1.912065 -1.139162  0.292
15 H -2.583108 -1.137583 0.840288  0.240
16 H -2.767468 -0.409135 -0.776044  0.224
17 H -2.223458 2.379354 1.539234  0.223
18 H -3.377767 1.805869 0.284487  0.208
19 H -3.257008 0.933157 1.856565  0.207

Cartesian forces (eV/Å) of the 3 atoms listed first:
O -1.44 -0.32 -0.59
Li 0.34 -0.63 -0.36
O 0.86 0.02 1.24

---

This record from the OMol25 dataset describes 2 unconnected molecules or ions with the total composition C4H9N. The level of theory is the ωB97M-V functional and the def2-TZVPD basis.

Properties
Relative energy (zero: lowest compared OMol25 entry of this formula, charge and spin) ... 1.486 eV
Highest occupied orbital energy (spin up / spin down) ... 1.42 / -5.75 eV
Charge ... -1
Molar mass ... 71.1 Da
⟨S²⟩ ... 0.751
Multiplicity ... 2
HOMO-LUMO gap (spin up / spin down) ... 2.8002 / 9.8587 eV
Maximum force ... 1.5 eV Å⁻¹
E ... -212.43688 hartree

Each line ends with the natural charge from an NBO analysis.
Geometry (Å):
1 C -3.055646 -0.186574 -0.178431  -0.520
2 N -3.120736 1.088589 -0.405157  -0.701
3 H -2.126575 -0.552508 0.261378  0.121
4 H -3.842881 -0.915508 -0.371333  0.088
5 H -4.013539 1.291976 -0.858630  0.299
6 C 2.172023 -0.354886 -1.014530  -0.751
7 C 2.084134 0.216888 0.372101  -0.195
8 C 2.023330 -0.586009 1.441222  -0.497
9 H 2.668120 -1.324646 -0.991841  0.202
10 H 2.790528 0.323176 -1.603629  0.195
11 H 1.230175 -0.496914 -1.560095  0.209
12 H 1.916046 1.277294 0.516226  0.190
13 H 2.178307 -0.210000 2.444533  0.182
14 H 1.900113 -1.651849 1.291883  0.178

Cartesian forces (eV/Å) of the 3 atoms listed first:
C 0.56 0.91 0.06
N -0.26 -0.76 -0.14
H -0.15 -0.20 0.08

---

This record from the OMol25 dataset describes a gas-phase ion, C4H9N (charge -1). The level of theory is the ωB97M-V functional and the def2-TZVPD basis.

Properties
Relative energy (zero: lowest compared OMol25 entry of this formula, charge and spin) ... 2.224 eV
Highest occupied orbital energy (spin up / spin down) ... -0.82 / -0.73 eV
Charge ... -1
Molar mass ... 71.1 Da
⟨S²⟩ ... 0.764
Multiplicity ... 2
HOMO-LUMO gap (spin up / spin down) ... 5.6984 / 5.5683 eV
Maximum force ... 2.5 eV Å⁻¹
E ... -212.40975 hartree

Each line ends with the natural charge from an NBO analysis.
Geometry (Å):
1 C 1.901713 -0.032686 -0.222318  -0.830
2 C 1.048131 1.173230 -0.311164  -0.488
3 C -0.246724 0.431860 -0.579771  -0.296
4 C -1.141750 0.036990 0.549529  -0.291
5 N -1.554524 -1.423985 0.517143  -0.877
6 H -0.434732 0.128806 -1.613703  0.151
7 H 2.858733 -0.012633 0.336424  0.146
8 H 1.785431 -0.816385 -0.959106  0.167
9 H 1.224574 1.797853 -1.210455  0.127
10 H 0.847665 1.862292 0.522897  0.180
11 H -0.482235 0.171380 1.419128  0.188
12 H -2.099893 0.533844 0.696986  0.148
13 H -1.569138 -1.692555 -0.461952  0.333
14 H -0.711000 -1.893747 0.847501  0.342

Cartesian forces (eV/Å) of the 3 atoms listed first:
C 1.28 -0.10 1.46
C -1.37 -0.52 -2.05
C -0.88 0.77 0.27